Entry P
Density functional theory data (the ωB97M-V functional and the def2-TZVPD basis) for 3 unconnected molecules or ions with the total composition C3H12N2O3.

Positions of all 20 atoms, in Å:
C: 0.2121 1.7430 -1.6392
N: -0.6801 0.7931 -1.0064
C: -0.5446 0.8043 0.4331
C: -1.3355 -0.2784 1.0928
N: -1.7905 -0.0314 2.3395
O: -1.5315 -1.3624 0.5615
H: -0.1435 2.7457 -1.4172
H: 1.2728 1.5952 -1.4320
H: 0.1211 1.6489 -2.7276
H: -0.5253 -0.1349 -1.3487
H: 0.4976 0.5896 0.7430
H: -0.7598 1.7830 0.8433
H: -1.6277 0.8054 2.8589
H: -2.1616 -0.8169 2.8353
O: 0.6600 -2.4594 -0.6457
H: 0.8680 -3.3622 -0.3795
H: -0.1659 -2.1472 -0.2400
O: 2.4206 -0.3032 -0.1268
H: 3.3293 -0.5760 -0.2678
H: 1.8847 -1.0363 -0.4764

Calculated values
SMILES: CNCC(N)=O.O.O
Orbital gap in eV: 9.5
Multiplicity: 1
E_LUMO in eV: 0.770

***

Entry Q
Density functional theory data (the ωB97M-V functional and the def2-TZVPD basis) for 3 unconnected molecules or ions with the total composition C3H12N2O3.

Positions of all 20 atoms, in Å:
C: 0.4401 2.4908 0.1423
N: -0.3509 1.2988 -0.1140
C: 0.2685 0.1258 -0.3811
O: 1.4729 -0.0237 -0.1736
C: -0.5343 -0.9998 -0.9847
N: -1.9277 -0.9036 -0.6022
H: 1.4955 2.2467 0.2115
H: 0.3306 3.2068 -0.6690
H: 0.1673 2.9193 1.1076
H: -1.2724 1.4092 -0.5093
H: -0.0212 -1.9272 -0.7261
H: -0.4762 -0.9407 -2.0732
H: -2.5662 -1.3252 -1.2584
H: -2.0995 -1.1664 0.3577
O: -1.2095 -0.1291 2.7177
H: -1.1141 0.8270 2.6573
H: -0.5230 -0.4768 2.1409
O: 2.5268 -2.5687 -0.4864
H: 3.1629 -2.3759 -1.1801
H: 2.2304 -1.6872 -0.1768

Calculated values
SMILES: CNC(=O)CN.O.O
Orbital gap in eV: 10.3
Multiplicity: 1
E_LUMO in eV: 0.614

***

Most stable to least stable: entry P, entry Q

***

Entry P
Density functional theory data (the ωB97M-V functional and the def2-TZVPD basis) for a gas-phase ion, C2HO2S2 (charge -1).

Positions of all 7 atoms, in Å:
O: 0.0923 -0.4095 1.7944
C: 0.4967 0.4942 1.0330
O: 1.1920 1.4462 1.3419
C: 0.2221 -0.0079 -0.4116
S: 1.2911 -0.8508 -1.2690
S: -1.4947 -0.0942 -0.6429
H: -1.7995 -0.5780 -1.8458

Calculated values
SMILES: O=C([O-])C(=S)S
Orbital gap in eV: 7.5
Charge: -1
Multiplicity: 1
E_LUMO in eV: 3.142

***

Entry Q
Density functional theory data (the ωB97M-V functional and the def2-TZVPD basis) for 2 unconnected molecules or ions with the total composition C2HO2S2.

Positions of all 7 atoms, in Å:
C: 1.5122 1.2088 -0.1454
C: -1.6952 -1.5117 0.1519
O: 1.6784 1.0631 -1.3070
O: 1.5039 1.4807 0.9633
S: 0.1002 -1.1961 0.0918
S: -1.2502 0.0004 -0.8225
H: -1.8493 -1.0452 1.0678

Calculated values
Orbital gap in eV: 6.3
Charge: -1
Multiplicity: 1
E_LUMO in eV: 3.545

***

Most stable to least stable: entry P, entry Q

***

Entry P
Density functional theory data (the ωB97M-V functional and the def2-TZVPD basis) for C5H7Br in the gas phase.

Positions of all 13 atoms, in Å:
C: -1.3949 0.2519 -1.4300
C: -1.3092 0.2898 -0.0880
C: -0.1375 -0.1750 0.6038
Br: -0.5535 -0.7101 2.6254
C: 1.2389 0.5508 0.5658
C: 1.1947 -0.8504 0.1088
H: -2.3754 0.7090 -1.9380
H: -0.6643 -0.2255 -2.0829
H: -2.0003 0.6957 0.6068
H: 1.7046 0.8544 1.5029
H: 1.3726 1.2776 -0.3182
H: 1.5108 -1.1471 -1.0132
H: 1.4134 -1.5212 0.8568

Calculated values
SMILES: C=CC1(Br)CC1
Orbital gap in eV: 9.6
Multiplicity: 1
E_LUMO in eV: 0.330

***

Entry Q
Density functional theory data (the ωB97M-V functional and the def2-TZVPD basis) for C5H7Br in the gas phase.

Positions of all 13 atoms, in Å:
Br: 1.2880 3.2481 1.2852
C: 0.6541 1.5224 0.9895
C: 0.9686 0.7571 -0.0659
C: 0.4123 -0.5641 -0.3735
C: -0.6678 -1.3138 0.3596
C: -1.0752 -0.6331 -0.8819
H: -0.1596 1.4404 1.6351
H: 1.8503 0.9817 -0.7281
H: 0.9271 -1.0719 -1.1294
H: -0.6984 -2.3716 0.2202
H: -0.7881 -0.9869 1.3290
H: -0.9887 -1.1900 -1.7825
H: -1.7226 0.1817 -0.8575

Calculated values
SMILES: Br/C=C/C1CC1
Orbital gap in eV: 9.6
Multiplicity: 1
E_LUMO in eV: 1.065

***

Most stable to least stable: entry Q, entry P

***

Entry P
Density functional theory data (the ωB97M-V functional and the def2-TZVPD basis) for C6H8BrNO in the gas phase.

Positions of all 17 atoms, in Å:
C: -0.3299 1.5578 -1.0628
C: -1.5023 2.0277 -0.6534
C: -2.3392 1.1343 1.5209
C: 0.5130 0.5511 -0.4247
C: -0.0944 -0.5194 0.4795
C: 1.6426 -2.2691 0.5302
N: -2.1058 1.6313 0.4823
O: 0.7312 -1.3738 1.2041
Br: -1.4756 -1.4735 -0.6501
H: 0.0230 1.9562 -1.9113
H: -2.0448 2.8897 -1.2747
H: -0.7039 0.0217 1.3085
H: 1.1433 0.0848 -1.1384
H: 1.1846 1.1394 0.2132
H: 1.0100 -2.6608 -0.1887
H: 1.8466 -2.9261 1.4139
H: 2.5017 -1.7713 0.1513

Calculated values
Orbital gap in eV: 10.5
Multiplicity: 1
E_LUMO in eV: 0.674

***

Entry Q
Density functional theory data (the ωB97M-V functional and the def2-TZVPD basis) for 2 unconnected molecules or ions with the total composition C6H8BrNO.

Positions of all 17 atoms, in Å:
Br: -3.6754 1.6438 0.8298
C: -1.9468 1.4616 0.0435
N: -1.7357 2.0858 -1.0463
C: -0.4015 1.8754 -1.6107
C: 0.6896 1.1127 -0.8159
C: 0.1763 0.3301 0.3177
C: -1.0824 0.4675 0.7502
H: -0.1121 3.0377 -1.7612
H: -0.6395 1.3766 -2.5556
H: 1.5953 1.8634 -0.4639
H: 1.3034 0.4485 -1.4888
H: 0.7788 -0.3658 0.8654
H: -1.5504 -0.0704 1.4725
C: -0.6875 -2.5188 1.3556
O: -1.0343 -1.6899 2.1303
H: 0.2114 -2.3310 0.7336
H: -1.2240 -3.4198 0.9878

Calculated values
SMILES: BrC1=NCCC=C1.C=O
Orbital gap in eV: 9.5
Multiplicity: 1
E_LUMO in eV: 0.357

***

Most stable to least stable: entry Q, entry P

***

Entry P
Density functional theory data (the ωB97M-V functional and the def2-TZVPD basis) for C9H12N2 in the gas phase.

Positions of all 23 atoms, in Å:
C: 3.0282 0.7764 0.0182
C: 3.2602 -0.5790 -0.1723
N: 2.3110 -1.4914 -0.0823
C: 1.0822 -1.0909 0.1989
C: 0.7242 0.2368 0.4081
C: -0.6956 0.6700 0.6989
C: -1.4092 1.0713 -0.6016
C: -1.9293 -0.2684 -1.1147
C: -2.3333 -0.9860 0.1783
N: -1.5667 -0.3517 1.2515
C: 1.7404 1.1849 0.3122
H: 3.8342 1.4894 -0.0627
H: 4.2493 -0.9516 -0.4064
H: 0.3518 -1.8882 0.2600
H: -0.6570 1.5129 1.4034
H: -2.2447 1.7320 -0.3649
H: -0.7454 1.5698 -1.3046
H: -2.7633 -0.1598 -1.8056
H: -1.1268 -0.8084 -1.6220
H: -2.1632 -2.0640 0.1172
H: -3.3972 -0.8230 0.3886
H: -1.0673 -1.0129 1.8311
H: 1.5175 2.2315 0.4707

Calculated values
SMILES: c1cncc([C@H]2CCCN2)c1
Orbital gap in eV: 9.7
Multiplicity: 1
E_LUMO in eV: 0.940

***

Entry Q
Density functional theory data (the ωB97M-V functional and the def2-TZVPD basis) for C9H12N2 in the gas phase.

Positions of all 23 atoms, in Å:
C: -1.9969 -1.7755 1.7913
C: -0.8077 -1.5975 1.7526
C: 0.6576 -1.2522 1.8759
N: 1.2267 -0.0348 1.2677
C: 0.6916 1.2275 1.6238
C: 1.6475 -0.1172 -0.1584
C: 0.5830 0.3268 -1.1363
C: 0.5283 1.3126 -2.0994
C: -0.8062 1.3696 -2.5822
C: -1.4765 0.4538 -1.8382
N: -0.6423 -0.2314 -1.0167
H: -3.0356 -1.8534 1.8864
H: 1.2380 -2.1397 1.5241
H: 0.8391 -1.1745 2.9606
H: -0.3930 1.4071 1.3231
H: 0.7313 1.4130 2.7638
H: 1.3030 1.9728 1.1167
H: 2.5215 0.5398 -0.3108
H: 1.9480 -1.1416 -0.3824
H: 1.3649 1.8869 -2.4519
H: -1.2637 1.9324 -3.4041
H: -2.5432 0.1795 -1.8647
H: -0.9259 -0.8463 -0.2932

Calculated values
SMILES: C#CCN(C)Cc1ccc[nH]1
Orbital gap in eV: 8.8
Multiplicity: 1
E_LUMO in eV: 0.879

***

Most stable to least stable: entry P, entry Q

***

Entry P
Density functional theory data (the ωB97M-V functional and the def2-TZVPD basis) for 4 unconnected molecules or ions with the total composition C3H15NO3.

Positions of all 22 atoms, in Å:
C: 1.7172 1.3026 -0.8459
C: 0.6808 0.9363 -1.8971
C: -0.7311 1.4354 -1.5392
N: -1.4718 0.4985 -0.6060
H: 1.7887 0.6935 0.1230
H: 1.5742 2.3340 -0.4283
H: 2.7692 1.3403 -1.3091
H: 0.7398 1.5049 -2.7707
H: 0.7843 -0.1453 -2.1692
H: -1.5055 1.3345 -2.4091
H: -0.7364 2.4543 -1.0862
H: -1.9631 0.9672 0.0602
H: -0.7551 -0.2072 -0.1517
O: -1.2115 -1.9803 2.1233
H: -1.4397 -2.5396 1.2780
H: -1.9407 -1.2549 2.1765
O: -0.6892 0.5499 2.8641
H: -0.5153 -0.3433 2.3689
H: -0.1147 1.0646 2.3189
O: 1.5947 -2.1801 -0.8300
H: 1.5373 -1.2758 -0.3328
H: 2.5264 -2.5791 -0.9906

Calculated values
SMILES: CCCN.O.O.O
Orbital gap in eV: 9.6
Multiplicity: 1
E_LUMO in eV: 0.473

***

Entry Q
Density functional theory data (the ωB97M-V functional and the def2-TZVPD basis) for 4 unconnected molecules or ions with the total composition C3H15NO3.

Positions of all 22 atoms, in Å:
C: 2.2286 -0.9690 1.2141
C: 1.4127 -2.1495 0.5663
C: 0.6059 -1.7545 -0.6970
N: -0.3808 -0.6242 -0.6641
H: 2.9444 -0.4652 0.6133
H: 2.4242 -1.1219 2.2599
H: 1.5022 -0.1547 1.1577
H: 2.1772 -2.9541 0.3316
H: 0.6227 -2.5314 1.1916
H: -0.0006 -2.6321 -0.8563
H: 1.1820 -1.6017 -1.5924
H: -1.1223 -0.7346 0.0253
H: -0.8316 -0.8669 -1.5772
O: -1.7290 3.8969 0.6162
H: -1.2695 4.2229 1.3904
H: -1.0927 3.3576 0.1545
O: 0.3013 2.1224 -0.9480
H: 0.4802 2.3656 -1.8733
H: 0.0107 1.1838 -0.9532
O: -3.3249 0.1568 -0.0657
H: -3.6925 0.8150 -0.5904
H: -2.4482 0.4387 0.2967

Calculated values
SMILES: CCCN.O.O.O
Orbital gap in eV: 10.8
Multiplicity: 1
E_LUMO in eV: 0.627

***

Entry R
Density functional theory data (the ωB97M-V functional and the def2-TZVPD basis) for 4 unconnected molecules or ions with the total composition C3H15NO3.

Positions of all 22 atoms, in Å:
C: 0.3045 0.1538 -1.9915
N: 0.8968 -0.1049 -0.6658
C: 1.8041 -1.2469 -0.7043
C: 1.2768 1.1121 0.0256
H: 0.5631 -0.6273 -2.7003
H: 0.5671 1.1511 -2.3393
H: -0.7817 0.0738 -1.9339
H: 2.4003 -1.2135 0.2071
H: 1.2148 -2.1606 -0.7477
H: 2.5785 -1.1940 -1.4804
H: 1.3656 0.9432 1.1066
H: 0.4315 1.7820 -0.1084
H: 2.2739 1.5067 -0.2163
O: -2.4260 1.7528 0.2766
H: -2.7838 0.9081 0.5914
H: -1.6622 1.8778 0.8512
O: -1.3411 -1.1934 0.6709
H: -1.4698 -1.9190 0.0589
H: -0.4780 -0.7659 0.4517
O: -1.3652 -0.0780 3.1257
H: -1.0544 -0.5595 2.3425
H: -2.3149 -0.1983 3.1799

Calculated values
SMILES: CN(C)C.O.O.O
Orbital gap in eV: 9.6
Multiplicity: 1
E_LUMO in eV: 0.559

***

Most stable to least stable: entry R, entry Q, entry P

***

Entry P
Density functional theory data (the ωB97M-V functional and the def2-TZVPD basis) for C19H19N3OS in the gas phase.

Positions of all 43 atoms, in Å:
C: -3.6110 -2.7865 0.1344
C: -2.2365 -2.2948 -0.2092
C: -2.0164 -1.6923 -1.4558
C: -0.7850 -1.2124 -1.8418
C: 0.2650 -1.3450 -0.9427
N: 1.5722 -0.9381 -1.0363
C: 2.1164 -1.2739 0.0925
S: 3.7332 -0.8221 0.5773
C: 3.9230 0.6573 -0.4741
C: 2.6291 1.4654 -0.5886
O: 2.3251 1.9997 -1.6246
N: 1.9298 1.5424 0.5804
C: 0.5319 1.5856 0.7029
C: -0.0203 1.1711 1.9117
C: -1.3937 1.0787 2.0686
C: -2.2096 1.3943 1.0022
C: -1.6559 1.8238 -0.2007
C: -0.2922 1.9359 -0.3633
C: -2.7351 2.1173 -1.1989
C: -3.9682 1.4227 -0.6001
C: -3.7061 1.3616 0.9131
N: 1.2621 -1.9033 0.9554
C: 0.0480 -1.9599 0.3108
C: -1.1936 -2.4375 0.6893
H: -3.6516 -3.1484 1.1586
H: -4.3432 -1.9890 0.0173
H: -3.8988 -3.6000 -0.5311
H: -2.8520 -1.6067 -2.1358
H: -0.6276 -0.7431 -2.7988
H: 4.7194 1.2465 -0.0173
H: 4.2230 0.3472 -1.4740
H: 2.3916 1.1481 1.3925
H: 0.6337 0.9023 2.7309
H: -1.8106 0.7471 3.0083
H: 0.1397 2.2499 -1.2984
H: -2.4902 1.7494 -2.1944
H: -2.8880 3.1980 -1.2670
H: -4.8950 1.9423 -0.8395
H: -4.0324 0.4084 -0.9951
H: -4.1326 0.4716 1.3764
H: -4.1259 2.2365 1.4182
H: 1.4894 -2.2585 1.8684
H: -1.3451 -2.8977 1.6546

Calculated values
SMILES: Cc1ccc2nc(SCC(=O)Nc3ccc4c(c3)CCC4)[nH]c2c1
Orbital gap in eV: 8.3
Multiplicity: 1
E_LUMO in eV: 0.414

***

Entry Q
Density functional theory data (the ωB97M-V functional and the def2-TZVPD basis) for C19H19N3OS in the gas phase.

Positions of all 43 atoms, in Å:
C: -3.4437 -1.2001 1.6288
C: -2.4987 -1.9525 0.7436
C: -2.9063 -3.0686 0.0299
C: -2.0318 -3.7508 -0.7994
C: -0.7207 -3.3235 -0.9186
C: -0.2880 -2.2180 -0.2108
C: -1.1714 -1.5249 0.6130
N: -0.7494 -0.4156 1.3587
C: 0.3019 0.4164 1.1162
S: 1.1273 1.0183 2.4206
N: 0.6005 0.7552 -0.1663
C: 1.7928 1.5616 -0.3773
C: 3.0176 0.6937 -0.2534
C: 4.0176 0.9521 0.6741
C: 5.0968 0.0875 0.7561
C: 5.1298 -1.0086 -0.0918
N: 4.1843 -1.2648 -0.9805
C: 3.1614 -0.4344 -1.0556
C: -0.4528 0.8462 -1.1729
C: -1.3363 2.0217 -0.9045
C: -1.2510 3.3318 -1.2754
C: -2.3297 3.9949 -0.6410
C: -2.9834 3.0413 0.0732
O: -2.3907 1.8455 -0.0774
H: -3.4051 -0.1356 1.4014
H: -3.1766 -1.3315 2.6785
H: -4.4616 -1.5548 1.4912
H: -3.9289 -3.4051 0.1218
H: -2.3731 -4.6156 -1.3477
H: -0.0279 -3.8547 -1.5532
H: 0.7391 -1.8921 -0.2804
H: -1.0309 -0.4158 2.3311
H: 1.8366 2.3747 0.3563
H: 1.7413 1.9935 -1.3784
H: 3.9424 1.8079 1.3285
H: 5.8887 0.2565 1.4691
H: 5.9461 -1.7183 -0.0627
H: 2.4124 -0.6833 -1.7984
H: -1.0531 -0.0652 -1.1662
H: 0.0203 0.9464 -2.1506
H: -0.5199 3.7701 -1.9235
H: -2.5762 5.0342 -0.7088
H: -3.8499 3.0842 0.7026

Calculated values
SMILES: Cc1ccccc1NC(=S)N(Cc1cccnc1)Cc1ccco1
Orbital gap in eV: 8.8
Multiplicity: 1
E_LUMO in eV: 0.695

***

Most stable to least stable: entry P, entry Q

***

Entry P
Density functional theory data (the ωB97M-V functional and the def2-TZVPD basis) for a molecular structure, C8H6Cl3NO2.

Positions of all 20 atoms, in Å:
C: 0.6897 1.4625 -0.7024
C: 0.2033 1.5368 0.6330
C: 0.6052 0.2555 -1.4107
C: -0.3638 0.4432 1.2144
C: 0.1323 -0.8809 -0.7858
C: -0.4550 -0.7533 0.4880
C: -0.7457 -2.0477 1.1200
C: -3.8532 -0.3201 2.8615
N: -1.7544 -2.2525 1.9661
O: -2.6010 -0.5555 2.7258
O: -2.2627 -3.1073 2.5888
Cl: -4.0825 1.0383 1.5341
Cl: -5.0372 -1.5546 2.5091
Cl: -4.0857 0.8209 4.2759
H: 0.9800 2.4090 -1.2409
H: 0.6965 2.3947 1.1760
H: 1.1501 0.1531 -2.4013
H: -0.8770 0.4963 2.1840
H: -0.0950 -1.7967 -1.2908
H: -0.2263 -2.9527 0.6710

Calculated values
Orbital gap (spin up / spin down) in eV: 6.9 / 6.9
Multiplicity: 1
E_LUMO (spin up / spin down) in eV: -2.605 / -2.649

***

Entry Q
Density functional theory data (the ωB97M-V functional and the def2-TZVPD basis) for 2 unconnected molecules or ions with the total composition C8H6Cl3NO2.

Positions of all 20 atoms, in Å:
O: -3.0739 1.3086 -1.6452
N: -2.9520 0.3071 -0.9879
O: -3.2806 -0.8464 -1.3080
C: -2.3204 0.3035 0.3875
C: -3.0410 1.0971 1.1737
Cl: -3.0813 1.0938 2.7792
Cl: -4.4358 2.0205 0.4178
C: -0.9026 -0.1405 0.2370
C: -0.0882 1.0130 -0.2010
C: 1.2486 0.9586 -0.4380
C: 1.9028 -0.2448 -0.3653
C: 1.1405 -1.3344 0.0158
C: -0.2421 -1.3571 0.2200
H: -0.7158 1.9909 -0.1826
H: 1.7061 1.8915 -0.8392
H: 2.9640 -0.4170 -0.6067
H: 1.6708 -2.3137 0.0501
H: -0.7536 -2.3627 0.5632
Cl: -4.5720 -1.8018 1.4959
H: -3.8380 -1.5465 0.2888

Calculated values
SMILES: O=[N+]([O-])C(=C(Cl)Cl)c1ccccc1.Cl
Orbital gap in eV: 9.4
Multiplicity: 1
E_LUMO in eV: -0.582

***

Most stable to least stable: entry Q, entry P